58
Properties=species:S:1:pos:R:3:lowdin_spin:R:1 method="wB97M-V/def2-TZVPD" s_squared=0.76 e_lumo_ev="-6.3217 / -12.9419" multiplicity=2 gap_ev="10.061 / 3.440" total_charge=+2 e_above_lowest_kcal_mol=0.0 homo_energy_ha="-0.602 / -0.602"
O 2.64458 2.91281 -0.78574 0.00
H 2.45007 -0.46956 -0.20058 0.00
H 3.42137 3.44978 -0.94403 0.00
O -4.31393 -1.31266 -0.38570 0.00
H -4.17928 -0.56812 -0.96718 0.00
H -5.16219 -1.12661 0.09794 0.00
O 0.04624 -3.29960 3.05885 0.00
H -1.26289 0.11278 2.90675 0.00
H -0.00628 -3.08910 2.10909 0.00
O -3.05701 -1.13205 3.00904 0.00
H -3.19310 -1.87925 2.38658 0.00
H 2.96156 -2.94833 1.79492 0.00
O 2.76639 -0.85786 3.58018 0.00
H 2.65433 -0.02364 4.13642 0.00
H 2.24500 -1.48352 4.12961 0.00
O -4.15441 0.35327 -2.64171 0.60
H -3.57242 1.07959 -3.04451 0.00
H -4.22256 -0.34384 -3.31762 0.00
O 0.65170 -1.38052 -0.53985 0.02
H 2.88270 1.03776 -0.19088 0.00
H 0.82512 -1.68256 -1.45337 0.00
O 2.46515 0.32700 0.32580 0.00
H 0.60526 -2.22441 -0.06388 0.00
O -1.80352 -0.70803 -2.49830 0.39
H -1.62937 -0.24081 -1.64946 0.00
H -2.47779 -1.38630 -2.33966 0.00
O -2.61671 -3.67061 -0.00035 0.00
H -3.04052 -3.42417 -0.82918 0.00
H 2.97876 -1.85489 -2.10380 0.00
O 4.62381 -0.19352 -1.24224 0.00
H -0.85800 -3.62814 3.08404 0.00
H 4.26189 -0.59667 -0.44951 0.00
O 2.58345 -2.28412 1.21501 0.00
H 2.73890 -1.41932 1.63867 0.00
H 5.34208 0.33579 -0.90288 0.00
O -0.34394 -0.13990 2.79894 0.00
H -2.26858 -4.55583 -0.12160 0.00
H 2.06587 3.19309 -1.53035 0.00
O -0.35942 3.15790 2.75190 0.00
H -0.12167 4.07154 3.03809 0.00
H -3.94546 -0.73214 2.93150 0.00
O 0.31436 1.32885 0.88354 0.00
H 1.24357 0.67174 0.56115 0.00
H 0.65999 2.12908 1.41299 0.00
O -2.53558 2.48627 -3.12664 -0.01
H -0.39362 1.12143 -1.60263 0.00
H -2.57439 3.07836 -2.37001 0.00
O -0.77161 1.93980 -1.30835 0.00
H -1.83026 1.84841 -2.93794 0.00
H -1.01455 1.97024 -0.38181 0.00
O 2.46469 -2.16916 -2.84976 0.00
H 2.13480 -1.40532 -3.33158 0.00
H 0.19360 0.61762 1.82690 0.00
O 1.50626 4.54924 -2.38869 0.00
H 1.14372 5.08519 -1.69531 0.00
H 0.92539 4.18850 -3.05416 0.00
H -0.44571 -1.05029 3.05641 0.00
H -0.71350 3.06088 1.86421 0.00